Below is a gas-phase ion, CH6N3O (charge +1) in a non-equilibrium geometry, with properties calculated with wB97M-V/def2-TZVPD.

Element x y z (Å)
1 O 1.176 1.103 -0.317
2 C 0.345 0.551 0.533
3 N 0.376 -0.978 0.490
4 N -0.645 -0.795 -0.615
5 N -0.993 0.483 -0.054
6 H 1.511 1.986 -0.180
7 H 0.195 0.992 1.513
8 H 1.293 -1.426 0.084
9 H -0.126 -0.715 -1.561
10 H -1.506 -1.470 -0.651
11 H -1.626 0.270 0.759

The calculation puts the HOMO energy at -15.9 eV. As for the structure (SMILES): OC1N[NH2+]N1. The net charge is +1. The value obtained for the LUMO energy is -3.878 eV. The total energy is -280.8239 a.u. The calculation puts the energy above the lowest of the compared OMol25 structures with the same formula, charge and spin at 68.7 kcal/mol.



Below is a molecular structure, C13H18N4Tc, with properties calculated with wB97M-V/def2-TZVPD.

Element x y z (Å)
1 Tc -0.301 0.323 0.073
2 C -2.354 0.157 -3.789
3 C -1.604 0.985 -4.600
4 C -0.516 1.651 -4.034
5 C -0.199 1.472 -2.668
6 N -0.972 0.642 -1.867
7 C -2.007 0.017 -2.416
8 C 0.892 2.087 -2.000
9 C 1.821 2.965 -2.605
10 C 2.870 3.505 -1.859
11 C 2.966 3.163 -0.526
12 C 2.000 2.289 0.046
13 N 1.004 1.761 -0.655
14 H -3.209 -0.395 -4.167
15 H -1.850 1.117 -5.648
16 H 0.087 2.306 -4.651
17 H -2.605 -0.628 -1.778
18 H 1.725 3.222 -3.653
19 H 3.587 4.177 -2.320
20 H 3.761 3.546 0.108
21 H 2.068 2.031 1.099
22 N -1.637 1.347 1.270
23 C -1.333 1.290 2.770
24 C -1.372 -0.124 3.316
25 C -0.197 -1.003 2.932
26 N -0.198 -1.334 1.440
27 H -1.723 2.328 0.985
28 H -2.577 0.952 1.133
29 H -2.096 1.912 3.242
30 H -0.367 1.776 2.926
31 H -2.326 -0.610 3.082
32 H -1.365 -0.040 4.407
33 H -0.233 -1.954 3.463
34 H 0.761 -0.531 3.157
35 H -0.994 -1.962 1.270
36 H 0.615 -1.931 1.247

The calculation puts the HOMO energy (spin up / spin down) at -24.0 / -24.3 eV. The spin multiplicity is 4. The net charge is +4. The value obtained for the LUMO energy (spin up / spin down) is -16.014 / -18.308 eV. The total energy is -804.2576 a.u. The calculation puts the energy above the lowest of the compared OMol25 structures with the same formula, charge and spin at 0.0 kcal/mol.



Below is a molecular structure, C37H28F3N2O6P2S2SeTc in a non-equilibrium geometry, with properties calculated with wB97M-V/def2-TZVPD.

Element x y z (Å)
1 Tc -0.494 -1.479 0.329
2 N 2.141 1.892 -0.889
3 P 2.470 0.301 -0.528
4 C 4.164 0.353 0.113
5 C 4.552 -0.237 1.308
6 C 5.893 -0.237 1.683
7 C 6.844 0.367 0.878
8 C 6.462 0.977 -0.314
9 C 5.132 0.961 -0.698
10 C 2.665 -0.599 -2.057
11 C 2.644 0.028 -3.297
12 C 2.870 -0.714 -4.448
13 C 3.112 -2.076 -4.353
14 C 3.137 -2.704 -3.110
15 C 2.922 -1.970 -1.956
16 P 0.831 2.826 -0.239
17 C 1.644 4.479 -0.280
18 C 1.520 5.287 0.846
19 C 2.092 6.557 0.878
20 C 2.804 7.024 -0.217
21 C 2.928 6.227 -1.353
22 C 2.344 4.970 -1.384
23 C -0.263 3.021 -1.713
24 C -0.562 1.903 -2.496
25 C -1.464 1.993 -3.550
26 C -2.089 3.204 -3.824
27 C -1.814 4.317 -3.041
28 C -0.913 4.225 -1.986
29 H 2.837 2.385 -1.434
30 H 3.814 -0.701 1.941
31 H 6.187 -0.729 2.603
32 H 7.888 0.359 1.171
33 H 7.204 1.448 -0.949
34 H 4.849 1.404 -1.651
35 H 2.426 1.089 -3.369
36 H 2.835 -0.230 -5.417
37 H 3.276 -2.657 -5.254
38 H 3.320 -3.769 -3.035
39 H 2.955 -2.474 -0.990
40 H 0.968 4.918 1.705
41 H 1.981 7.179 1.759
42 H 3.254 8.009 -0.194
43 H 3.468 6.595 -2.218
44 H 2.410 4.378 -2.294
45 H -0.111 0.940 -2.280
46 H -1.675 1.104 -4.136
47 H -2.805 3.276 -4.635
48 H -2.302 5.263 -3.249
49 H -0.713 5.099 -1.374
50 F -3.083 2.759 1.969
51 C -2.791 2.303 3.186
52 F -2.259 3.337 3.892
53 F -3.960 1.996 3.800
54 C -1.864 1.129 3.207
55 C -1.375 0.748 4.445
56 C -0.556 -0.359 4.571
57 C -0.286 -1.110 3.446
58 N -0.778 -0.752 2.254
59 C -1.516 0.370 2.080
60 S -1.813 0.648 0.401
61 H -1.643 1.328 5.322
62 H -0.135 -0.648 5.524
63 H 0.321 -2.020 3.489
64 O -0.741 -0.912 -3.671
65 C -1.120 -1.453 -2.655
66 O -0.311 -1.567 -1.612
67 C -2.508 -2.039 -2.581
68 C -3.189 -2.104 -3.805
69 C -4.471 -2.601 -3.907
70 C -5.116 -3.042 -2.755
71 C -4.465 -2.988 -1.541
72 C -3.148 -2.505 -1.423
73 S -2.515 -2.621 0.214
74 H -2.667 -1.740 -4.677
75 H -4.971 -2.638 -4.868
76 H -6.131 -3.422 -2.803
77 H -4.960 -3.327 -0.636
78 O 1.452 -0.275 0.433
79 Se 2.111 -3.005 1.727
80 O 2.935 -4.138 0.873
81 O 0.439 -3.005 0.909
82 O 1.736 -3.586 3.222

The calculation puts the HOMO energy (spin up / spin down) at -5.0 / -4.8 eV. The spin multiplicity is 2. The net charge is -1. The value obtained for the LUMO energy (spin up / spin down) is 1.549 / 1.876 eV. The total energy is -6248.8431 a.u. The calculation puts the energy above the lowest of the compared OMol25 structures with the same formula, charge and spin at 0.0 kcal/mol.



Below is C16H14ClF3N4O7 in the gas phase, with properties calculated with wB97M-V/def2-TZVPD.

Element x y z (Å)
1 C 4.346 2.611 -0.606
2 O 4.163 1.267 -0.164
3 C 2.922 0.895 0.093
4 O 1.952 1.602 -0.010
5 C 2.871 -0.543 0.636
6 C 3.980 -1.363 -0.034
7 O 5.060 -1.556 0.446
8 O 3.580 -1.785 -1.225
9 C 4.536 -2.513 -1.992
10 N 3.061 -0.548 2.088
11 O 1.799 -0.129 2.625
12 C 0.842 -0.873 1.902
13 C -0.409 -0.029 1.652
14 O -1.204 0.385 2.441
15 N -0.492 0.152 0.280
16 N -1.514 0.877 -0.300
17 C -1.236 2.281 -0.522
18 C -2.803 0.461 -0.173
19 N -3.718 1.409 -0.381
20 C -5.000 1.132 -0.320
21 C -5.478 -0.137 -0.027
22 C -6.945 -0.434 0.029
23 F -7.251 -1.357 0.955
24 F -7.410 -0.917 -1.142
25 F -7.684 0.649 0.304
26 C -4.549 -1.159 0.170
27 C -3.205 -0.870 0.090
28 Cl -2.092 -2.184 0.282
29 C 0.540 -0.401 -0.472
30 O 0.623 -0.355 -1.662
31 C 1.448 -1.127 0.510
32 H 3.815 2.769 -1.547
33 H 5.416 2.738 -0.740
34 H 3.963 3.309 0.140
35 H 4.049 -2.740 -2.936
36 H 5.429 -1.908 -2.151
37 H 4.818 -3.429 -1.470
38 H 3.749 0.123 2.420
39 H 0.581 -1.793 2.440
40 H -0.176 2.381 -0.742
41 H -1.830 2.621 -1.366
42 H -1.491 2.876 0.358
43 H -5.670 1.961 -0.501
44 H -4.877 -2.165 0.381
45 H 1.492 -2.182 0.239

The calculation puts the HOMO energy at -8.8 eV. As for the structure (SMILES): COC(=O)C1(C(=O)OC)NO[C@H]2C(=O)N(N(C)c3ncc(C(F)(F)F)cc3Cl)C(=O)[C@H]21. The net charge is 0. The value obtained for the LUMO energy is 0.436 eV. The total energy is -2123.5935 a.u.



Below is a molecular structure, C21H31AlO3 in a non-equilibrium geometry, with properties calculated with wB97M-V/def2-TZVPD.

Element x y z (Å)
1 O -3.233 0.771 -2.236
2 C -4.665 0.726 -1.944
3 C -4.928 -0.101 -3.195
4 H -5.077 1.743 -1.955
5 H -4.859 0.236 -0.977
6 C -3.403 0.007 -3.443
7 H -5.532 0.415 -3.934
8 H -5.289 -1.099 -2.981
9 C -3.034 0.814 -4.664
10 H -3.549 1.779 -4.683
11 H -3.312 0.262 -5.558
12 H -1.954 0.981 -4.713
13 C -2.576 -1.245 -3.341
14 H -3.001 -1.934 -2.615
15 H -1.560 -0.985 -3.014
16 H -2.496 -1.733 -4.317
17 Al -0.951 2.798 -0.095
18 C -0.339 -1.268 0.383
19 C -0.845 -0.293 1.272
20 C -2.250 -0.213 1.105
21 H -0.268 0.298 1.984
22 C -2.637 -1.222 0.170
23 C -1.446 -1.857 -0.298
24 H -1.391 -2.650 -1.040
25 H 0.718 -1.516 0.254
26 H -2.890 0.478 1.644
27 H -3.648 -1.494 -0.121
28 C 1.505 1.378 -0.570
29 C 1.067 0.777 -1.756
30 C 0.215 1.650 -2.463
31 H 1.423 -0.188 -2.116
32 C 0.187 2.920 -1.774
33 C 0.969 2.708 -0.478
34 H 1.350 3.502 0.165
35 H 2.230 0.963 0.108
36 H -0.258 1.458 -3.431
37 H 0.140 3.892 -2.272
38 O -2.336 3.762 -0.337
39 C -2.928 3.883 -1.742
40 C -3.875 5.063 -1.658
41 H -3.464 2.957 -1.955
42 H -2.103 4.006 -2.453
43 C -4.067 5.437 -0.199
44 H -4.823 4.834 -2.153
45 H -3.423 5.888 -2.210
46 C -3.284 4.450 0.662
47 H -5.124 5.454 0.104
48 H -3.692 6.447 -0.015
49 H -3.927 3.673 1.094
50 H -2.653 4.909 1.437
51 C -0.101 3.070 3.860
52 C -0.609 2.288 2.700
53 O -0.933 2.969 1.685
54 H 0.997 3.047 3.813
55 H -0.441 2.561 4.773
56 H -0.471 4.103 3.814

The calculation puts the HOMO energy at -5.4 eV. The net charge is 0. The value obtained for the LUMO energy is -0.244 eV. The total energy is -1286.6923 a.u. The calculation puts the energy above the lowest of the compared OMol25 structures with the same formula, charge and spin at 72.7 kcal/mol.



Below is a molecular structure, C7H17CePS in a non-equilibrium geometry, with properties calculated with wB97M-V/def2-TZVPD.

Element x y z (Å)
1 C 0.663 2.127 1.519
2 C 1.162 2.217 -0.041
3 C 1.164 0.794 -0.854
4 P 1.050 -0.768 0.239
5 C 2.710 -1.719 -0.132
6 C -0.368 -1.921 -0.341
7 C -1.831 -1.599 0.323
8 C -2.234 -0.011 0.384
9 S -3.994 0.212 -0.328
10 H 1.557 1.976 2.296
11 H -0.209 1.371 1.719
12 H 0.222 3.204 1.785
13 H 0.464 3.017 -0.587
14 H 2.282 2.629 -0.064
15 H 2.094 0.688 -1.596
16 H 0.205 0.774 -1.564
17 H 3.354 -1.133 -0.936
18 H 3.352 -1.860 0.856
19 H 2.475 -2.774 -0.637
20 H -0.072 -3.017 0.028
21 H -0.360 -1.964 -1.520
22 H -1.937 -2.028 1.432
23 H -2.683 -2.133 -0.319
24 H -2.229 0.446 1.487
25 H -1.558 0.701 -0.256
26 H -4.039 1.432 -1.075
27 Ce -1.239 -0.661 -1.816

The calculation puts the HOMO energy (spin up / spin down) at -20.6 / -20.6 eV. The spin multiplicity is 2. The net charge is +3. The value obtained for the LUMO energy (spin up / spin down) is -13.204 / -13.154 eV. The total energy is -1490.0962 a.u.



net charge of number 4 (C16H14ClF3N4O7)? 0